96
Properties=species:S:1:pos:R:3:forces:R:3 method="wB97M-V/def2-TZVPD" homo_lumo_gap_ev="7.9 / 1.6" charge=+1 lumo_ha="-0.10214 / -0.33644" spin_multiplicity=2 homo_energy_ev="-10.727 / -10.727"
C -1.5046 -7.0974 2.6407 0.292 -0.765 -0.592
O -2.0314 -6.9004 1.3471 0.345 1.225 -1.156
C -1.4999 -5.6849 0.7772 -0.483 -0.072 0.793
C -1.5902 -5.5033 -0.7083 -2.047 -0.345 -0.176
O -2.9840 -5.5930 -1.1369 0.733 -0.376 -0.676
C -3.2676 -5.1706 -2.4892 0.628 1.016 1.342
H -0.4374 -7.2456 2.4760 0.365 0.361 0.755
H -1.8725 -8.0485 3.0256 -0.287 0.132 -0.051
H -1.7693 -6.2949 3.3292 0.226 0.142 0.051
H -0.4448 -5.4898 0.9688 0.572 -0.802 0.354
H -1.9374 -4.8252 1.2847 -0.664 0.115 0.037
H -0.9742 -6.2451 -1.2165 0.002 0.050 -0.297
H -1.2301 -4.4858 -0.8603 0.277 0.021 -0.463
H -3.1571 -4.0862 -2.4788 -0.241 0.464 -0.152
H -4.3079 -5.3883 -2.7312 0.243 -0.361 0.102
H -2.5638 -5.4615 -3.2690 0.037 -0.838 0.147
C 0.5204 3.3436 2.7609 0.074 0.579 -0.871
O 1.0549 2.3841 1.8554 0.151 -0.279 0.285
C 0.2423 2.0316 0.7150 0.526 0.174 1.591
C 0.7638 0.6771 0.2105 1.029 -0.702 0.770
O -0.2682 -0.2667 0.1945 -2.634 0.236 -0.510
C 0.0609 -1.6126 0.0640 1.210 -0.837 -0.273
H -0.3661 3.0520 3.3242 -0.084 -0.602 -0.080
H 0.2460 4.2387 2.2028 -0.106 0.296 -0.077
H 1.2881 3.6548 3.4694 0.148 -0.382 -0.134
H 0.2632 2.8677 0.0159 0.180 -0.146 -0.446
H -0.7707 1.9545 1.1098 -0.341 -0.456 -0.367
H 1.4947 0.2341 0.8870 0.272 0.751 0.765
H 1.3797 0.6968 -0.6887 -0.656 0.292 -0.795
H 0.6999 -1.7406 -0.8098 0.370 -0.243 0.021
H -0.7372 -2.3425 -0.0717 -0.933 0.902 -0.261
H 0.5230 -2.0401 0.9538 0.663 0.419 0.230
C 5.6182 2.8427 1.2299 0.528 0.343 -0.129
O 5.3834 2.3652 -0.0883 -0.402 0.048 -0.921
C 4.6519 3.1764 -1.0542 0.306 0.035 1.405
C 3.2297 2.6526 -1.1878 -0.111 -0.686 -0.021
O 2.3786 3.4022 -2.0310 -0.118 0.798 -0.304
C 2.7200 3.3289 -3.4160 -0.470 0.229 0.367
H 5.9631 2.0064 1.8380 -0.735 -0.307 -0.054
H 4.7873 3.3912 1.6735 -0.350 -0.352 0.009
H 6.4822 3.4997 1.3292 0.146 0.479 -0.679
H 5.1776 3.2170 -2.0082 0.263 -0.247 0.202
H 4.5665 4.1899 -0.6620 0.108 0.255 -0.123
H 2.8203 2.6358 -0.1777 -0.311 0.252 -0.037
H 3.1643 1.6248 -1.5449 0.633 -0.367 0.000
H 3.7424 3.6627 -3.5933 0.062 -0.392 -0.138
H 2.0755 3.9896 -3.9957 -0.112 0.327 0.415
H 2.4783 2.3425 -3.8118 0.587 -0.397 0.027
C 3.5307 -5.5668 -4.5396 -0.119 1.198 0.494
O 3.3580 -4.8652 -3.2670 0.760 -0.788 -1.114
C 2.0531 -4.7537 -2.7622 -0.806 -0.123 -0.477
C 1.1334 -3.7797 -3.5918 1.433 0.900 1.542
O -0.0420 -3.4223 -2.8424 -0.074 0.509 -1.277
C -0.8345 -2.3551 -3.4415 -0.046 -1.681 1.127
H 4.5737 -5.7499 -4.7979 0.242 0.073 0.944
H 3.2561 -4.8459 -5.3096 -0.695 -0.446 -0.360
H 3.0330 -6.5362 -4.5673 -0.418 0.217 -0.032
H 2.2292 -4.3511 -1.7648 -0.459 0.202 -0.003
H 1.5689 -5.7235 -2.6471 -0.022 -0.298 -0.065
H 0.9727 -4.0531 -4.6347 -0.424 -0.363 0.110
H 1.7784 -2.9013 -3.5718 0.045 0.460 -0.589
H -1.1901 -2.6272 -4.4354 0.158 -0.026 -0.178
H -0.3982 -1.3563 -3.4459 0.667 -0.085 0.003
H -1.6918 -2.3451 -2.7684 -0.193 0.257 -0.174
C -0.5129 5.6357 5.7035 -0.387 0.812 -0.698
O -0.8704 5.4445 7.0616 -0.331 -1.374 -0.543
C -1.0122 4.0195 7.3311 1.140 0.077 0.673
C -1.0487 3.7037 8.8369 -0.357 1.274 0.696
O 0.0155 4.1916 9.6416 1.345 -0.813 0.096
C 0.1908 5.5639 10.0000 -1.570 0.449 -0.786
H -1.3585 5.5564 5.0203 -0.509 -0.182 0.129
H 0.2381 4.9850 5.2554 0.311 -0.550 0.722
H -0.1305 6.6394 5.5178 -0.030 0.168 0.621
H -0.1621 3.5853 6.8048 0.444 -0.411 0.526
H -1.8420 3.4552 6.9053 -0.801 0.769 -0.356
H -1.2147 2.6515 9.0681 1.242 -0.552 -0.667
H -2.0029 3.9516 9.3017 -0.433 1.372 -0.291
H 0.2319 6.1973 9.1139 -0.142 -0.009 -0.077
H 1.0644 5.8410 10.5902 0.334 -1.214 -0.043
H -0.6590 5.8712 10.6096 -0.258 0.191 -0.004
C -4.2639 0.4269 -6.7719 -0.101 -1.310 -1.657
O -4.3921 0.5965 -5.4135 1.208 2.197 2.949
C -3.3184 1.3819 -4.8130 -1.177 -0.582 -0.647
C -3.6804 1.9851 -3.3613 -1.231 -0.736 -0.284
O -3.8914 1.0094 -2.3587 2.946 0.126 -1.431
C -2.5743 0.4798 -1.9247 -0.860 -0.190 1.754
H -4.0695 1.2668 -7.4389 0.288 0.596 0.605
H -5.1491 -0.0637 -7.1767 -0.055 -0.035 0.403
H -3.4339 -0.2786 -6.8096 0.284 -0.181 -0.814
H -3.0037 2.1618 -5.5064 -0.371 0.343 0.043
H -2.4288 0.7562 -4.7411 0.011 -0.514 0.682
H -4.6086 2.5490 -3.4546 -0.048 -0.155 -0.087
H -2.8773 2.6811 -3.1189 0.358 -0.212 -0.010
H -2.7345 -0.3889 -1.2861 -0.401 -0.125 -0.458
H -2.1156 1.1645 -1.2113 -0.161 0.619 -0.039
H -1.7781 0.2724 -2.6396 -0.627 0.162 -0.845

=====

97
Properties=species:S:1:pos:R:3:forces:R:3 method="wB97M-V/def2-TZVPD" homo_lumo_gap_ev="9.3 / 7.2" charge=0 lumo_ha="0.01778 / -0.03627" spin_multiplicity=6 homo_energy_ev="-8.786 / -8.160"
Fe 9.7834 20.2940 -3.9012 2.212 -0.514 2.354
C 9.7932 23.9023 -1.6697 -0.235 -0.050 0.465
C 9.6927 23.6879 -3.1469 -0.133 -1.271 -0.828
O 9.5341 22.3378 -3.5365 0.165 -2.121 -0.458
H 10.5502 23.2640 -1.2141 0.095 -0.009 -0.063
H 8.8333 23.7002 -1.1946 0.015 -0.015 0.158
H 10.0479 24.9490 -1.5029 0.029 0.065 0.228
H 10.5880 24.1184 -3.5955 0.228 0.053 -0.367
H 8.8255 24.2302 -3.5236 -0.060 0.336 -0.127
C 10.3344 16.1681 -3.6964 0.479 -0.407 1.387
C 9.8132 17.0198 -4.8225 -0.122 0.170 0.157
O 9.4949 18.3385 -4.4706 -0.009 1.651 0.118
H 9.6433 16.0590 -2.8606 -0.426 0.510 0.031
H 11.2582 16.5240 -3.2403 0.174 0.225 -0.191
H 10.4852 15.1179 -3.9459 0.210 0.007 -0.676
H 8.9477 16.4516 -5.1636 -0.591 0.363 -0.356
H 10.5204 16.9633 -5.6501 0.326 0.218 -0.242
C 12.0380 18.6675 -0.7385 0.123 0.129 -0.021
C 12.2434 19.9374 -1.5814 -0.779 -0.388 0.304
O 11.3300 19.9718 -2.6293 -1.267 0.278 -1.246
H 12.4246 17.7998 -1.2731 -0.233 -0.102 -0.076
H 10.9829 18.5269 -0.5036 -0.070 -0.055 -0.266
H 12.5311 18.6925 0.2332 0.279 0.238 0.019
H 13.2780 19.9683 -1.9231 0.232 -0.138 -0.480
H 12.1763 20.8098 -0.9313 -0.338 0.412 0.200
C 7.2268 20.9045 -0.6993 -0.123 -0.744 1.081
C 8.2476 19.9087 -1.2153 0.656 0.320 0.864
C 8.2248 18.5038 -0.6452 -1.011 -1.065 -0.045
O 8.1007 19.8700 -2.6404 0.525 0.196 0.195
H 7.4561 21.9416 -0.9441 -0.017 -0.257 -0.267
H 7.1961 20.8047 0.3857 0.088 0.238 0.231
H 6.2198 20.6195 -1.0038 -0.090 0.155 -0.341
H 9.2410 20.2454 -0.9188 0.180 0.551 -0.873
H 8.4378 18.4009 0.4188 -0.031 0.590 0.109
H 8.8958 17.7887 -1.1212 0.370 0.519 -0.408
H 7.2516 18.0369 -0.7966 -0.422 0.034 0.085
H 7.2705 19.4089 -2.7814 0.052 -0.212 -0.653
C 12.1405 15.3598 0.5716 0.354 -0.084 0.522
C 11.4712 15.0853 1.8983 -2.230 0.948 -0.561
C 10.3948 16.1828 2.2141 1.188 -0.225 -0.085
O 10.7552 13.8574 1.8084 0.201 -0.319 0.022
H 11.4835 15.5318 -0.2810 -0.344 -0.175 0.243
H 12.7754 14.4973 0.3690 0.284 0.245 -0.285
H 12.7079 16.2781 0.7223 0.331 -0.128 -0.269
H 12.2116 15.0202 2.6955 0.114 0.116 0.089
H 9.6246 16.2278 1.4442 0.026 -0.345 -0.099
H 10.8525 17.1721 2.2224 0.038 0.089 0.277
H 9.9352 15.9709 3.1795 -0.061 0.172 0.091
H 9.9849 13.9618 2.3717 -0.068 -0.304 0.027
C 13.5688 21.0999 -5.6332 0.074 -0.548 -0.586
C 12.1170 21.5926 -5.6028 1.444 1.570 -0.604
C 11.7204 22.5047 -6.7951 0.256 -0.077 0.463
O 11.2106 20.5115 -5.4385 -0.324 0.344 0.215
H 14.2974 21.8341 -5.9770 -0.348 0.409 0.033
H 13.6876 20.2722 -6.3325 -0.006 -0.283 0.034
H 13.9005 20.7883 -4.6428 -0.216 -0.227 -0.043
H 12.1646 22.2225 -4.7145 -1.161 -0.222 0.223
H 12.5468 23.1814 -7.0124 0.071 0.004 0.057
H 10.8649 23.1344 -6.5509 -0.116 -0.195 0.126
H 11.4958 21.9881 -7.7283 0.039 -0.351 0.085
H 11.2839 19.9206 -6.1915 -0.135 -0.287 -0.022
C 10.6276 20.4515 2.2595 0.441 1.849 -0.758
C 10.6136 21.8402 2.9827 0.042 -1.016 -2.131
C 9.8932 22.9046 2.1559 -0.624 -0.113 -0.081
O 9.8791 21.5933 4.1293 -0.610 0.907 1.688
H 11.1249 19.7298 2.9076 -0.170 -0.241 -0.251
H 11.1354 20.5742 1.3028 0.482 -0.345 0.015
H 9.6082 20.1986 1.9680 -0.117 -0.282 0.524
H 11.6278 22.2143 3.1219 0.298 -0.291 0.577
H 10.0460 23.9467 2.4364 0.122 -0.153 0.617
H 8.8323 22.6774 2.2612 -0.187 0.183 -0.186
H 10.1347 22.9128 1.0930 0.183 -0.516 -0.011
H 10.2874 20.8971 4.6490 0.107 -0.003 -0.033
C 14.2029 17.8112 -4.5202 -0.955 -1.281 -1.086
C 14.3947 16.2466 -4.4337 0.872 1.584 -0.397
C 14.0357 15.4669 -5.7041 -0.309 0.514 0.032
O 15.7857 16.0337 -4.2742 0.382 -0.635 0.001
H 13.1601 18.0711 -4.7021 -0.362 -0.065 0.421
H 14.6699 18.1446 -5.4470 0.587 0.098 0.210
H 14.5465 18.3741 -3.6523 0.212 -0.225 -0.015
H 13.8573 15.8654 -3.5654 -0.263 -0.152 0.053
H 14.8076 15.5195 -6.4718 0.381 0.220 0.338
H 13.1662 15.9054 -6.1937 -0.411 -0.306 0.229
H 13.9010 14.4090 -5.4788 -0.251 0.086 -0.020
H 16.1146 16.4955 -3.4995 0.124 0.119 0.319
C 15.7118 16.0543 0.0841 -1.076 1.364 -1.230
C 15.6268 17.2698 -0.9173 -0.470 -1.177 1.823
C 15.5997 18.6056 -0.2318 -0.750 -0.066 0.078
O 16.7355 17.1993 -1.7183 1.611 0.048 -1.744
H 16.5626 16.1784 0.7540 -0.056 -0.015 0.083
H 15.8195 15.1641 -0.5357 -0.015 -0.131 0.289
H 14.7564 16.0574 0.6089 0.337 -0.443 0.378
H 14.7631 17.1754 -1.5755 -0.167 -0.194 0.067
H 15.4902 19.3705 -1.0006 0.269 0.222 0.177
H 16.5117 18.7226 0.3535 -0.010 0.268 0.040
H 14.7218 18.6574 0.4122 0.133 0.175 0.210
H 17.4981 17.2097 -1.1353 0.324 -0.018 -0.181

=====

96
Properties=species:S:1:pos:R:3:forces:R:3 method="wB97M-V/def2-TZVPD" homo_lumo_gap_ev=9.8 charge=0 lumo_ha=0.00963 homo_energy_ev=-9.552 smiles=CC(C)O.CC(C)O.CC(C)O.CC(C)O.CC(C)O.CC(C)O.CC(C)O.CC(C)O
C -11.0321 -19.9598 11.9541 0.257 -0.323 -0.725
C -10.5854 -20.8254 13.0860 -0.178 0.000 1.348
C -9.5250 -20.1435 13.9373 0.506 0.696 -0.321
O -11.7616 -21.0656 13.9049 0.110 -0.021 -0.193
H -10.1536 -19.7343 11.3438 -0.148 0.190 -0.050
H -11.4924 -19.0440 12.3157 0.024 0.086 0.016
H -11.7403 -20.4970 11.3232 -0.100 0.100 0.025
H -10.2066 -21.8019 12.7762 -0.010 0.055 -0.380
H -8.6887 -19.7738 13.3211 -0.121 -0.478 0.058
H -9.1215 -20.7919 14.7145 -0.044 -0.018 0.037
H -9.9078 -19.2228 14.3883 -0.297 -0.238 0.134
H -11.5344 -21.7016 14.5904 -0.035 0.041 0.010
C -14.2114 -15.8087 19.0133 -0.598 -0.466 -0.260
C -13.9769 -16.9323 20.0134 0.203 0.107 0.777
C -12.7252 -17.7232 19.6919 0.427 -0.681 -0.336
O -13.8657 -16.3194 21.3226 0.195 -0.117 -0.335
H -14.7704 -14.9897 19.4615 0.282 0.091 0.223
H -14.8506 -16.1339 18.1832 0.319 -0.186 -0.022
H -13.2514 -15.4858 18.6149 -0.070 0.329 0.007
H -14.8106 -17.6422 20.0822 -0.113 0.225 -0.313
H -12.7867 -18.1843 18.6985 -0.122 0.222 0.008
H -12.5564 -18.5752 20.3633 -0.220 0.212 0.160
H -11.8089 -17.1243 19.7088 -0.233 0.208 0.023
H -13.2328 -16.8318 21.8366 -0.101 0.031 0.020
C -14.9730 -16.9329 14.5248 -0.222 -0.876 0.750
C -13.9810 -18.0437 14.8968 0.550 0.249 -0.718
C -14.5012 -19.0801 15.8702 -0.360 0.611 0.092
O -13.5766 -18.6783 13.6733 -0.294 0.021 -0.128
H -15.9497 -17.2066 14.9385 -0.020 0.156 -0.110
H -15.0919 -16.8767 13.4491 0.229 0.260 -0.092
H -14.6782 -15.9938 14.9874 -0.018 0.183 -0.268
H -13.0626 -17.6060 15.3060 -0.136 0.223 0.241
H -15.2084 -19.7182 15.3382 0.405 -0.466 -0.003
H -15.1055 -18.6570 16.6809 0.379 0.235 0.057
H -13.6105 -19.5469 16.2858 -0.375 -0.747 0.088
H -13.0925 -19.4995 13.8469 -0.013 0.037 0.221
C -9.2668 -12.1275 14.0436 0.451 -0.486 -0.210
C -9.9434 -13.4863 14.1645 0.077 0.041 -0.805
C -11.4152 -13.3316 14.3788 -0.709 -0.106 -0.559
O -9.8449 -14.1872 12.8848 0.356 -0.013 0.707
H -9.1832 -11.6384 15.0130 -0.126 0.156 -0.050
H -9.8380 -11.5392 13.3276 -0.081 0.224 0.176
H -8.2651 -12.2205 13.6111 0.010 -0.071 0.238
H -9.5295 -14.1190 14.9518 0.264 0.030 -0.040
H -11.6807 -13.0504 15.3932 -0.005 -0.024 0.100
H -11.9015 -14.2611 14.0721 -0.110 -0.052 0.450
H -11.7999 -12.5833 13.6782 0.029 0.089 0.165
H -8.9573 -14.5512 12.7983 -0.042 0.112 -0.076
C -15.0462 -12.6000 14.6174 0.144 -0.055 -0.212
C -15.7284 -12.1308 13.3299 0.659 -1.208 -0.031
C -15.4466 -10.6950 13.0323 -0.244 0.393 -0.718
O -15.3172 -12.9596 12.1955 -0.471 0.366 0.757
H -13.9627 -12.4294 14.5783 -0.207 0.158 -0.022
H -15.1783 -13.6720 14.7623 -0.184 -0.011 -0.001
H -15.4561 -12.0683 15.4810 0.069 -0.056 -0.065
H -16.7989 -12.3176 13.4247 -0.033 0.067 -0.092
H -16.0943 -10.3720 12.2136 -0.034 0.149 0.143
H -14.4287 -10.5801 12.6510 0.118 0.061 0.339
H -15.6170 -10.0727 13.9072 0.082 0.162 -0.002
H -14.3627 -12.8727 12.0756 0.004 -0.031 -0.025
C -16.9115 -16.0262 11.1658 0.038 -1.160 0.168
C -18.1266 -15.3992 11.8513 0.870 0.234 -0.877
C -18.1725 -15.6787 13.3341 -0.822 -0.462 0.606
O -18.0843 -13.9984 11.5695 0.013 0.040 0.413
H -16.7714 -15.7306 10.1264 -0.105 0.510 0.145
H -16.9482 -17.1261 11.0982 -0.228 0.185 0.374
H -16.0284 -15.7995 11.7674 0.109 0.211 -0.294
H -19.0488 -15.7510 11.3865 -0.049 -0.034 0.079
H -18.4476 -16.7267 13.5142 -0.101 0.120 -0.104
H -18.9564 -15.0492 13.7648 0.024 -0.117 0.070
H -17.2738 -15.5409 13.9355 0.323 0.396 -0.507
H -17.1764 -13.7226 11.7692 -0.031 0.139 -0.210
C -17.0508 -20.2283 22.2068 -0.399 -0.272 0.332
C -17.5520 -19.4200 21.0288 0.301 -0.339 -0.051
C -16.8307 -19.8327 19.7351 -0.536 0.019 0.131
O -18.9700 -19.6065 20.8448 0.532 0.314 -0.165
H -17.2241 -21.2972 22.0378 0.190 0.048 -0.071
H -17.5992 -19.9669 23.1194 0.093 0.092 -0.066
H -15.9927 -20.0504 22.3941 0.018 -0.050 -0.054
H -17.3329 -18.3657 21.2481 -0.306 -0.037 -0.165
H -16.9613 -19.0589 18.9777 0.062 -0.119 -0.096
H -17.2807 -20.7604 19.3732 -0.017 0.079 -0.032
H -15.7688 -20.0349 19.8801 0.031 0.249 0.129
H -19.3232 -20.1071 21.5837 0.060 0.035 0.088
C -13.4623 -15.1368 10.4728 0.431 -0.640 0.231
C -12.1149 -14.6077 10.0026 0.493 0.750 -0.002
C -12.2386 -13.9913 8.6227 -0.045 -0.255 -0.365
O -11.6325 -13.5392 10.8631 -0.420 -0.398 -0.291
H -14.2585 -14.4463 10.2030 -0.095 0.030 0.169
H -13.4427 -15.3218 11.5497 -0.097 0.263 0.038
H -13.6810 -16.1230 10.0431 0.009 0.260 -0.223
H -11.3554 -15.4000 9.9326 -0.179 0.001 0.344
H -12.9086 -13.1308 8.6720 0.006 -0.030 -0.086
H -12.6336 -14.7256 7.9099 -0.140 0.134 0.137
H -11.2764 -13.6721 8.2231 0.057 0.111 0.192
H -11.0162 -13.8644 11.5403 -0.166 -0.157 -0.194

=====

The calculation returns the following energy above the lowest of the compared OMol25 structures with the same formula, charge and spin values, one per record and in order: 203.0; 38.5; 121.4 kJ/mol.
The calculation returns the following total energy values, one per record and in order: -1852.551211; -2892.945310; -1554.691124 Eh.